65
Properties=species:S:1:pos:R:3:forces:R:3:mulliken_charge:R:1 method="wB97M-V/def2-TZVPD" total_energy_ha=-14546.4692 spin_multiplicity=1 orbital_gap_ev=5.48 total_charge=-2 homo_energy_ev=-3.052
W -0.2761 1.3621 -0.5048 -3.90 1.09 -0.57 0.786
N 3.9566 1.6504 -0.0988 0.33 0.47 -0.17 0.538
C 3.1155 0.4296 -0.0112 -1.39 -0.73 0.18 0.302
C 3.9689 -0.7950 0.3356 0.32 0.24 0.01 -1.766
P 2.1675 0.0409 -1.6109 -0.11 -0.24 -0.24 0.452
O 2.7437 -1.3808 -2.0715 0.00 -0.22 0.23 -0.411
O 2.3380 1.0189 -2.6923 0.49 0.21 0.10 -0.727
O 0.7032 -0.2763 -1.1404 1.14 0.52 0.00 0.000
P 1.9780 0.7598 1.5327 0.24 -0.10 0.30 0.818
O 2.1791 -0.5105 2.4275 -0.27 -0.17 0.00 -0.481
O 2.4938 2.0200 2.0990 0.32 -0.09 0.01 -0.847
O 0.4403 0.7672 1.2371 0.70 0.10 -0.62 -0.027
H 4.9374 1.4398 0.0818 -0.01 -0.07 0.01 0.371
H 3.6572 2.3073 0.6567 -0.07 -0.04 0.08 0.321
H 3.9704 2.2186 -0.9945 -0.23 -0.18 -0.06 -0.109
H 4.7364 -0.9459 -0.4267 0.01 0.00 0.01 0.511
H 3.3605 -1.6939 0.3700 -0.04 0.00 0.02 0.149
H 4.4308 -0.6704 1.3163 0.05 -0.01 -0.03 0.539
H 3.1386 -1.2880 -2.9485 -0.10 0.04 0.06 0.336
H 1.4399 -1.1835 2.2370 0.05 -0.01 0.01 -0.003
O -3.4995 -1.2532 -0.4616 -0.03 -0.02 -0.07 -0.713
C -2.8024 -0.4858 -1.0823 0.29 0.37 0.09 0.561
O -1.9111 0.2814 -0.4849 0.40 -0.52 0.12 -0.229
C -2.9434 -0.2724 -2.5566 -0.06 -0.04 -0.20 0.124
C -3.9055 -1.0686 -3.1811 0.01 0.05 0.00 -0.722
C -4.1722 -0.9568 -4.5306 -0.04 -0.07 0.01 -0.721
C -3.4684 -0.0270 -5.2843 0.01 0.08 -0.06 -0.503
C -2.5150 0.7708 -4.6846 0.00 0.01 0.04 -0.979
C -2.2292 0.6673 -3.3178 0.22 0.00 0.30 1.045
S -0.9729 1.8073 -2.7746 -0.01 -0.43 0.27 -0.427
H -4.4440 -1.7715 -2.5596 0.01 -0.01 0.01 0.491
H -4.9238 -1.5840 -4.9935 0.01 -0.01 0.00 0.369
H -3.6667 0.0808 -6.3439 0.01 0.00 0.00 0.367
H -1.9643 1.5014 -5.2635 0.00 -0.02 -0.03 0.439
C -2.1155 -4.2110 -1.4107 0.07 0.09 0.06 -0.902
S -0.7561 -3.1265 -1.9231 0.04 -0.04 -0.10 0.058
C 0.5153 -3.7174 -0.8784 -0.06 0.11 0.03 0.045
C 0.7243 -3.3404 0.4118 -0.30 0.14 0.11 -0.156
S -0.1786 -2.2289 1.3748 0.30 -0.47 0.07 -0.242
S 2.0824 -4.1687 1.1558 0.05 0.01 0.10 -0.092
C 2.5918 -5.1387 -0.1724 0.28 -0.19 0.02 0.130
S 3.8969 -6.1764 -0.1147 -0.15 0.13 0.00 -0.325
S 1.6039 -4.9116 -1.5423 -0.02 0.01 -0.08 -0.156
H -2.9000 -4.1129 -2.1602 -0.03 0.01 0.02 0.329
H -2.4889 -3.8878 -0.4408 -0.02 -0.02 0.00 0.202
H -1.7680 -5.2422 -1.3733 -0.05 -0.01 -0.01 0.412
N -2.2619 0.4234 8.0480 0.00 0.02 0.04 -0.566
C -2.1248 0.7606 6.9573 0.06 0.02 -0.24 0.018
C -1.9763 1.1767 5.5815 -0.04 -0.08 0.21 0.769
C -2.3466 0.3076 4.5566 0.04 -0.01 -0.03 -0.821
C -2.2596 0.7264 3.2423 -0.02 -0.08 0.02 -0.114
C -1.8028 2.0137 2.9478 -0.04 0.08 -0.05 0.463
C -1.3805 2.8573 3.9757 -0.02 -0.02 0.06 -0.444
C -1.4766 2.4438 5.2916 0.04 0.06 0.00 -0.683
C -1.7580 2.4383 1.5802 -0.29 0.21 -0.01 0.609
C -1.7677 2.7176 0.3830 0.93 -0.83 0.27 -1.620
H -2.6954 -0.6880 4.7941 -0.01 0.00 -0.01 0.468
H -2.5352 0.0605 2.4332 -0.01 0.03 -0.02 0.524
H -0.9745 3.8289 3.7306 -0.02 0.01 -0.01 0.540
H -1.1574 3.0918 6.0965 -0.01 0.01 0.00 0.438
Se 1.6029 7.0390 -2.1076 -0.10 -0.46 0.12 -0.599
Sb 2.7009 5.2198 -0.9838 2.14 2.00 -0.16 0.749
Se 0.9842 3.1867 -0.7813 -0.03 -0.49 -0.02 0.317
Se 3.4525 5.6083 1.2858 -0.44 -0.39 -0.34 -0.585
Se 4.5079 4.0898 -2.2331 -0.64 -0.05 0.17 -0.618